This record from the Open Molecules 2025 dataset describes a 4-piece molecular cluster, C4H16N8O4 overall. The level of theory is wB97M-V/def2-TZVPD.

Cartesian coordinates (Å):
C1 -4.45207 -2.11066 -13.18579
O1 -3.91064 -2.60794 -14.15948
N1 -5.78157 -2.26183 -12.89513
N2 -3.77597 -1.24998 -12.36681
H1 -6.36206 -2.87162 -13.43947
H2 -6.02015 -1.92075 -11.98161
H3 -4.16523 -0.95683 -11.48618
H4 -2.82390 -0.96203 -12.48407
C2 -7.47474 -1.32022 -15.73108
O2 -7.32408 -0.59003 -16.70785
N3 -7.13992 -2.67989 -15.75118
N4 -8.25161 -1.02327 -14.65348
H5 -7.97124 -3.24432 -15.67157
H6 -6.52566 -2.93057 -16.50946
H7 -8.91354 -0.26814 -14.74748
H8 -8.38523 -1.57588 -13.82265
C3 -9.74944 2.04976 -16.55186
O3 -10.57679 2.94249 -16.50883
N5 -8.65423 1.96080 -15.74019
N6 -9.79476 0.99536 -17.43814
H9 -8.05183 1.15628 -15.85483
H10 -8.35217 2.70675 -15.14415
H11 -10.32203 1.06248 -18.28676
H12 -9.05397 0.31395 -17.36330
C4 -10.09300 -2.22395 -11.08083
O4 -9.62395 -2.97522 -10.25232
N7 -11.36742 -2.34620 -11.55733
N8 -9.33112 -1.24120 -11.72137
H13 -11.78808 -1.61639 -12.10559
H14 -11.97675 -3.05112 -11.18722
H15 -8.55495 -0.94738 -11.15146
H16 -9.91186 -0.51296 -12.11340

Forces on the atoms, in the same order (eV/Å):
C 0.7 -0.1 -1.5
O -0.2 -0.1 0.1
N 0.7 0.6 0.9
N -0.4 0.6 1.3
H 0.2 -0.2 0.0
H -0.8 -0.3 -0.1
H -0.1 0.0 -0.1
H 0.1 -0.5 -0.6
C -1.7 -1.5 -1.0
O 0.5 0.3 1.0
N 0.6 0.5 0.4
N -0.3 0.8 0.0
H 0.2 -0.2 0.0
H -0.1 0.0 -0.1
H 0.3 0.2 0.0
H 0.4 -0.3 -0.2
C -0.2 0.3 -0.6
O 0.2 0.0 0.0
N 0.3 -0.6 0.6
N 0.0 -0.2 0.5
H 0.4 0.5 -0.2
H -0.3 0.2 0.0
H -0.2 0.1 0.1
H 0.0 0.1 -0.5
C 0.1 -0.7 0.0
O 0.1 0.2 0.0
N -0.1 0.4 -0.3
N -0.7 -0.3 0.0
H 0.0 -0.1 0.0
H 0.1 0.0 0.2
H 0.0 0.3 0.0
H 0.5 0.3 0.1

Output
* E_HOMO: -9.80 eV
* SMILES string: NC(N)=O.NC(N)=O.NC(N)=O.NC(N)=O
* largest force on an atom: 2.43 eV/Å

Atomic partial charges in e from the Löwdin method, atoms 1 to 2: -0.6789 0.0196

This record from the Open Molecules 2025 dataset describes C4H16N8O4Sn as an isolated structure. The level of theory is wB97M-V/def2-TZVPD.

Cartesian coordinates (Å):
Sn1 0.50290 0.91612 0.11236
C1 0.42524 2.82943 3.45693
O1 0.62771 2.99049 2.26124
N1 0.47953 1.67606 4.05389
N2 0.33339 3.76785 4.34799
H1 0.29541 1.68862 5.04689
H2 0.79249 0.85447 3.55675
H3 0.51762 3.53333 5.31296
H4 0.45013 4.74563 4.12346
C2 3.78493 -1.31818 -0.38054
O2 2.84299 -0.68914 -0.82022
N3 3.88546 -2.60414 -0.45107
N4 4.77309 -0.82458 0.25306
H5 3.35226 -3.16999 -1.09576
H6 4.64748 -2.92145 0.13094
H7 4.97329 0.13343 0.50252
H8 5.35752 -1.48023 0.75173
C3 -1.89924 -2.21656 -0.60533
O3 -1.10114 -1.51119 0.01241
N5 -2.69528 -3.07333 -0.04842
N6 -1.87645 -2.30434 -1.86422
H9 -3.11841 -3.71986 -0.69885
H10 -2.83078 -3.10900 0.95181
H11 -1.24886 -1.74747 -2.42648
H12 -2.53487 -2.84062 -2.41102
C4 -2.19376 1.27135 -2.79638
O4 -1.06058 1.23713 -2.25422
N7 -2.32318 0.87227 -3.97962
N8 -3.24924 1.63395 -2.22090
H13 -3.13244 1.25642 -4.44614
H14 -1.52425 0.45631 -4.43655
H15 -3.12228 1.88021 -1.24965
H16 -4.13078 1.78698 -2.68950

Forces on the atoms, in the same order (eV/Å):
Sn -0.6 -0.9 -1.2
C 1.5 0.2 -0.3
O -0.4 -0.5 -2.9
N -0.3 -3.6 0.9
N -0.4 3.6 1.8
H 0.1 -1.0 -0.3
H -0.2 0.1 0.6
H -0.2 0.3 -0.2
H -0.2 -0.2 -0.2
C -2.0 0.2 -0.7
O -3.1 2.4 -1.1
N 0.1 -3.5 -0.1
N 4.5 2.6 3.4
H 0.2 0.0 0.4
H -0.4 -1.4 -0.9
H -0.6 -0.1 -0.4
H 0.3 0.5 -0.2
C 1.5 0.2 2.6
O 1.5 2.6 1.6
N -2.1 -1.6 1.6
N 0.2 0.5 -6.9
H -0.4 -0.2 1.0
H 0.0 -0.2 -0.3
H 0.0 0.0 0.4
H 0.1 0.1 0.3
C 4.4 -0.5 1.9
O 1.4 -0.3 2.0
N -0.5 -1.5 -5.5
N -4.1 2.2 4.0
H 0.4 -0.7 -0.9
H -0.3 0.5 -0.4
H -0.6 0.3 -0.2
H 0.1 -0.1 0.3

Output
* E_HOMO: -15.67 eV
* largest force on an atom: 6.89 eV/Å
* charge: +2

Atomic partial charges in e from the Löwdin method, atoms 1 to 2: 1.7828 -0.7594

This record from the Open Molecules 2025 dataset describes a 2-piece molecular cluster, C4H16N8P overall. The level of theory is wB97M-V/def2-TZVPD.

Cartesian coordinates (Å):
C1 -2.56369 1.29523 -0.90212
C2 -0.10640 -2.35984 -0.40840
C3 2.45422 1.10256 -0.61405
C4 2.58541 0.91859 1.92628
N1 -2.30711 -0.73898 1.57661
N2 -1.70532 0.30259 -0.92107
N3 -2.64916 2.02742 -2.05551
N4 -3.37848 1.57360 0.15195
N5 0.98402 -3.05477 -0.74837
N6 0.18944 -1.30469 0.38094
N7 2.45934 0.21563 0.56357
N8 -1.36988 -2.37213 -0.63010
P1 -1.45407 -0.73511 0.31710
H1 1.74581 1.92997 -0.46178
H2 3.51330 1.53994 -0.61782
H3 2.30537 0.46167 -1.48609
H4 3.44209 1.74946 1.89963
H5 1.73192 1.55311 2.27988
H6 2.84615 0.26944 2.68083
H7 -1.94169 -1.19046 2.40531
H8 -2.03673 1.67868 -2.82365
H9 -2.74405 3.09815 -1.94553
H10 -3.31747 0.79079 0.84326
H11 -4.00034 2.31937 0.15178
H12 1.76115 -2.75294 -0.21840
H13 0.99628 -3.92894 -1.12427
H14 1.13880 -0.85019 0.39151
H15 3.30742 -0.35137 0.55165
H16 -1.88633 -3.18680 -1.16317

Forces on the atoms, in the same order (eV/Å):
C -0.8 0.8 0.1
C 2.9 -0.1 0.4
C 2.3 0.4 1.2
C 0.8 3.9 -2.6
N 0.0 0.7 0.2
N 0.5 -1.3 1.4
N 0.4 2.0 0.0
N 2.6 -2.7 -0.7
N -1.0 1.8 0.4
N -2.0 0.9 0.0
N -0.1 0.1 2.3
N -2.4 -2.3 -1.7
P 0.3 -0.7 -1.7
H 0.0 -0.5 -0.4
H -1.5 -0.1 -0.7
H -0.2 0.6 -0.1
H -1.4 -1.8 -0.2
H 0.1 -1.0 -0.8
H 0.4 -1.8 1.4
H -0.2 0.0 0.0
H -0.6 0.7 1.2
H 0.1 -2.6 -0.5
H -0.6 1.4 0.1
H -1.3 1.1 0.1
H 1.0 -0.2 0.2
H -0.1 -2.7 -1.3
H -0.1 0.8 0.4
H -0.2 0.1 -0.3
H 1.2 2.6 1.6

Output
* E_HOMO: -12.73 eV
* largest force on an atom: 4.75 eV/Å
* charge: +1

Atomic partial charges in e from the Löwdin method, atoms 1 to 2: -0.5691 -0.5896

This record from the Open Molecules 2025 dataset describes a 3-piece molecular cluster, C4H16NO2 overall. The level of theory is wB97M-V/def2-TZVPD.

Cartesian coordinates (Å):
C1 0.61058 1.91240 -1.59000
C2 0.08673 0.53599 -1.23687
N1 0.39203 -0.11661 0.18907
C3 1.84620 -0.45262 0.40007
C4 -1.42445 0.56359 -1.14238
H1 0.42355 2.61220 -0.72142
H2 0.25293 2.25518 -2.57962
H3 1.76562 2.10186 -1.65866
H4 0.35619 -0.09874 -2.01442
H5 0.16412 0.63303 1.03646
H6 -0.21851 -0.89796 0.43212
H7 2.46603 0.33937 0.01615
H8 1.95150 -0.57729 1.50178
H9 2.03814 -1.34767 -0.22423
H10 -2.04346 0.79036 -2.14103
H11 -1.88291 1.43333 -0.50871
H12 -1.87836 -0.44916 -1.07959
H13 0.41156 -0.11452 3.09840
H14 -0.99141 -0.57772 3.05356
O1 -0.36329 -0.40178 2.46981
H15 -1.63346 -2.20660 1.46100
H16 -1.13032 -3.45025 0.63774
O2 -1.19901 -2.48640 0.60077

Forces on the atoms, in the same order (eV/Å):
C 3.0 1.7 1.8
C -2.1 0.5 1.9
N 1.8 4.7 0.4
C -1.0 -1.0 0.0
C -3.7 1.4 -2.6
H -0.6 -0.3 -1.2
H -0.3 -0.2 0.9
H -1.8 -1.2 0.0
H 0.8 -1.9 -0.9
H 0.2 -2.2 -3.2
H 0.0 -0.4 -0.6
H 0.1 0.4 0.1
H 0.5 -0.3 -1.1
H 0.1 0.3 0.9
H 2.1 0.0 1.4
H 1.0 -2.0 -0.4
H 0.4 0.6 1.2
H -2.0 -0.9 -1.7
H -4.8 -1.2 4.1
O 6.5 2.1 -0.8
H 0.7 -0.8 -1.6
H 0.0 0.2 0.0
O -0.8 0.5 1.5

Output
* E_HOMO: -15.21 eV
* largest force on an atom: 6.84 eV/Å
* charge: +1

Atomic partial charges in e from the Löwdin method, atoms 1 to 2: -0.0701 -0.3546

This record from the Open Molecules 2025 dataset describes a 3-piece molecular cluster, C4H16NO3 overall. The level of theory is wB97M-V/def2-TZVPD.

Cartesian coordinates (Å):
O1 -2.57216 0.17539 -0.30203
C1 -1.70378 0.31833 -1.40290
C2 -0.38936 -0.37325 -1.09531
N1 0.05708 -0.06676 0.27227
C3 0.64260 1.31344 0.57410
C4 1.71710 1.73060 -0.42753
H1 -3.44818 -0.07957 -0.61132
H2 -2.08079 -0.17582 -2.28526
H3 -1.50602 1.36950 -1.68364
H4 -0.55554 -1.44286 -1.15956
H5 0.35154 -0.12041 -1.84528
H6 0.78376 -0.73640 0.53162
H7 -0.71670 -0.34806 0.91094
H8 -0.21995 1.97920 0.66462
H9 1.09036 1.18632 1.55389
H10 2.60396 2.03790 0.11984
H11 1.99143 0.93114 -1.11844
H12 1.40459 2.60674 -1.00929
H13 2.64400 -1.99056 1.19342
H14 2.79859 -2.43594 -0.26353
O2 2.44958 -1.72398 0.28633
H15 -1.44631 -1.05956 2.99943
H16 -2.42404 -1.60709 1.96831
O3 -1.47175 -1.48830 2.12934

Forces on the atoms, in the same order (eV/Å):
O -0.1 0.0 0.1
C 0.6 0.4 -0.4
C -0.6 -0.1 -0.4
N 0.6 0.0 0.5
C -0.6 -0.7 -0.1
C -0.3 0.6 -0.1
H 0.1 0.2 0.0
H -0.3 0.0 -0.4
H -0.4 -0.2 0.4
H 0.1 -0.2 0.3
H 0.2 0.1 0.1
H 0.3 -0.2 -0.5
H 0.0 0.4 0.0
H 0.3 0.1 -0.1
H -0.1 0.1 0.2
H 0.1 -0.1 -0.1
H 0.1 0.1 0.2
H 0.0 -0.3 0.0
H 0.2 -0.1 -0.1
H 0.0 0.1 0.0
O -0.1 0.0 0.2
H 0.0 -0.2 -0.1
H 0.4 0.0 -0.1
O -0.5 0.3 0.3

Output
* E_HOMO: -14.57 eV
* largest force on an atom: 0.98 eV/Å
* charge: +1

Atomic partial charges in e from the Löwdin method, atoms 1 to 2: -0.0428 -0.2280

This record from the Open Molecules 2025 dataset describes a 3-piece molecular cluster, C4H16NO3 overall. The level of theory is wB97M-V/def2-TZVPD.

Cartesian coordinates (Å):
O1 1.11309 -1.52486 -1.58286
C1 0.71085 -1.96536 -0.32831
C2 0.35120 -0.72483 0.49783
N1 -0.31702 0.38969 -0.49782
C3 -0.24915 1.72247 0.12876
C4 -0.66181 -1.11795 1.48332
H1 1.94369 -1.95764 -1.89143
H2 1.54416 -2.48812 0.15661
H3 -0.24857 -2.56172 -0.41054
H4 1.17795 -0.07007 0.86476
H5 0.27301 0.38008 -1.34520
H6 -1.31188 -0.01100 -0.67841
H7 -0.06637 2.37656 -0.71435
H8 0.65923 1.93198 0.81950
H9 -1.16744 1.96638 0.67198
H10 -0.41494 -2.10907 1.89984
H11 -0.66974 -0.42657 2.25424
H12 -1.83115 -1.22158 1.05294
H13 -2.78221 -0.60982 -3.28885
H14 -1.57504 -1.59371 -3.29127
O2 -1.96919 -0.88880 -2.82190
H15 2.25099 4.14338 2.13350
H16 1.33798 3.09202 2.81687
O3 1.90232 3.26854 2.07079

Forces on the atoms, in the same order (eV/Å):
O 1.4 -0.3 -1.7
C -0.5 0.5 0.2
C -0.2 1.4 -2.1
N -0.2 -2.9 1.4
C 0.9 1.2 0.6
C -3.2 -1.5 -0.6
H -1.1 0.4 0.4
H -0.6 -0.2 0.2
H 1.2 0.2 0.1
H -0.3 -1.3 0.0
H -0.7 -0.4 0.2
H 2.1 1.3 -0.3
H -0.5 0.7 0.1
H -1.4 -1.0 -1.1
H 0.2 -0.1 -0.3
H -0.1 0.4 -0.1
H -0.4 1.2 1.8
H 3.3 0.3 0.9
H 0.8 -0.5 0.2
H 0.5 -1.1 -1.0
O -1.2 1.7 1.0
H 0.2 0.9 0.3
H -0.1 0.3 0.6
O -0.2 -1.2 -0.8

Output
* E_HOMO: -14.66 eV
* largest force on an atom: 3.59 eV/Å
* charge: +1

Atomic partial charges in e from the Löwdin method, atoms 1 to 2: -0.0688 -0.2231

This record from the Open Molecules 2025 dataset describes a 4-piece molecular cluster, C4H16NO3 overall. The level of theory is wB97M-V/def2-TZVPD.

Cartesian coordinates (Å):
C1 0.65751 1.04562 1.48962
C2 1.45059 -0.09064 0.81300
C3 0.78595 -0.60943 -0.39463
C4 1.18012 -0.81369 -1.63665
N1 -0.63016 -1.04367 -0.06968
H1 1.30152 1.53416 2.22762
H2 0.18656 1.67785 0.74085
H3 -0.06276 0.70240 2.24755
H4 2.48046 0.18923 0.60140
H5 1.56488 -0.90462 1.54274
H6 2.13876 -0.49312 -2.01020
H7 0.51506 -1.28398 -2.35179
H8 -0.70078 -1.56578 0.80113
H9 -1.01462 -1.56460 -0.84812
H10 -1.12957 -0.16238 0.06843
H11 -3.52199 0.40745 -1.29972
H12 -2.41696 1.49807 -1.05892
O1 -2.68369 0.59431 -0.86483
H13 2.63309 2.55276 -1.27449
H14 4.01459 1.97909 -1.53501
O2 3.08645 1.72925 -1.31809
H15 -3.63390 -1.94469 1.84481
H16 -3.26745 -0.56183 1.45032
O3 -2.88203 -1.33897 1.92559

Forces on the atoms, in the same order (eV/Å):
C 0.3 -0.6 1.1
C 0.4 0.0 0.9
C -0.4 -1.1 -0.1
C -0.2 0.1 0.0
N 1.4 0.8 0.0
H 0.3 0.7 -0.8
H 0.2 0.5 0.3
H -0.5 -0.4 -0.8
H -0.2 0.3 -0.3
H -0.2 -0.1 -0.1
H 0.1 0.1 0.2
H 0.0 0.0 0.0
H -0.1 -0.2 0.1
H -0.4 0.0 0.0
H -0.7 -0.4 -0.2
H 0.0 0.3 -0.1
H -0.4 0.1 -0.2
O 0.2 -0.2 0.3
H -0.6 1.1 0.0
H -1.0 -0.3 0.2
O 1.6 -0.7 -0.3
H 0.3 -0.3 0.4
H 0.7 -0.5 0.6
O -0.9 0.8 -1.1

Output
* E_HOMO: -14.03 eV
* largest force on an atom: 1.78 eV/Å
* charge: +1

Atomic partial charges in e from the Löwdin method, atoms 1 to 2: -0.0748 -0.2021

This record from the Open Molecules 2025 dataset describes a 4-piece molecular cluster, C4H16NO5 overall. The level of theory is wB97M-V/def2-TZVPD.

Cartesian coordinates (Å):
C1 -1.17519 -0.98481 1.16188
C2 0.28710 -1.15015 1.73492
C3 1.03832 0.26513 1.79149
C4 1.27925 0.79367 0.47591
O1 2.27197 1.70351 0.57733
O2 0.68895 0.57861 -0.55954
N1 -1.36991 -1.38394 -0.30372
H1 -1.74169 -1.70156 1.76013
H2 -1.38887 0.10924 1.26568
H3 0.76908 -1.99800 1.31907
H4 0.12068 -1.27482 2.88060
H5 1.72564 -0.01291 2.64075
H6 0.40545 0.85399 2.36706
H7 2.38705 2.38482 -0.12669
H8 -1.52963 -2.44748 -0.53352
H9 -2.29232 -0.96086 -0.55030
H10 -0.46713 -1.07296 -0.76624
H11 -4.34202 0.71139 -0.41358
H12 -3.68163 1.24681 -1.68898
O3 -3.52664 0.77103 -0.83241
H13 -1.38019 1.64629 -2.17254
H14 -1.57901 1.24861 -3.59876
O4 -1.69060 1.04179 -2.75824
H15 3.00891 -1.93552 -1.07311
H16 3.58064 -2.11677 0.40734
O5 3.18351 -1.41190 -0.24915

Forces on the atoms, in the same order (eV/Å):
C 1.4 -0.7 0.8
C -2.2 2.6 2.0
C -0.4 -5.7 1.8
C 2.5 2.5 -1.5
O 0.0 0.7 -0.1
O -0.4 -0.5 0.5
N 0.1 -1.9 0.2
H -0.7 0.7 -0.2
H -0.7 -1.3 -0.3
H 0.9 -0.5 -0.3
H 0.2 -0.6 -2.0
H 1.0 1.1 -1.9
H -1.6 1.7 0.5
H -0.4 -1.2 0.1
H 0.7 2.4 1.1
H 1.1 0.6 -0.9
H -1.6 0.4 -0.2
H -2.4 0.0 1.2
H 0.4 -0.8 1.0
O 2.0 0.4 -1.9
H 1.7 2.9 2.2
H 1.1 1.9 -5.8
O -2.6 -4.8 3.4
H 0.4 0.7 1.1
H -1.1 2.1 -2.0
O 0.7 -2.8 1.0

Output
* E_HOMO: -14.47 eV
* largest force on an atom: 6.47 eV/Å
* charge: +1

Atomic partial charges in e from the Löwdin method, atoms 1 to 2: -0.1417 -0.1347

This record from the Open Molecules 2025 dataset describes a 4-piece molecular cluster, C4H16O3 overall. The level of theory is wB97M-V/def2-TZVPD.

Cartesian coordinates (Å):
C1 0.84379 1.70427 -0.61950
C2 2.08940 -1.88296 0.07270
C3 1.11736 -0.76364 -0.39445
C4 1.81705 0.63863 -0.13408
H1 0.94525 1.71714 -1.71747
H2 1.14676 2.72958 -0.43060
H3 -0.22836 1.63901 -0.47316
H4 1.66245 -2.87966 -0.08200
H5 2.36625 -1.85448 1.12960
H6 2.97066 -1.99700 -0.55527
H7 0.14019 -0.92403 0.04552
H8 1.06060 -0.78712 -1.47441
H9 1.96832 0.65198 0.94901
H10 2.67016 0.48906 -0.77872
H11 -2.17982 1.54961 1.51170
H12 -3.17358 1.62310 0.40195
O1 -2.99801 1.99535 1.26925
H13 -1.39395 -1.93886 2.47917
H14 0.06132 -2.18732 2.49045
O2 -0.75256 -2.59587 2.80145
H15 -2.13035 1.19311 -2.95004
H16 -1.22000 0.02559 -3.27215
O3 -1.19831 0.93621 -2.91626

Forces on the atoms, in the same order (eV/Å):
C 1.3 1.1 -1.9
C -0.8 -0.9 -0.6
C 2.3 0.1 0.4
C -3.1 -2.0 0.6
H -0.3 -0.3 0.1
H 0.1 0.2 0.7
H 0.0 -0.5 0.6
H -0.5 0.1 0.2
H 0.1 0.4 -0.1
H 0.4 0.7 0.1
H -0.2 0.4 0.1
H -0.5 -0.4 -0.3
H 0.7 0.4 -0.2
H 0.7 0.9 0.4
H 0.1 0.2 0.2
H -0.2 0.1 -0.2
O 0.2 -0.2 0.0
H -0.1 -0.5 0.3
H 0.4 -0.3 0.1
O -0.3 0.8 -0.4
H 0.2 0.1 0.0
H 0.2 0.6 0.3
O -0.5 -0.8 -0.3

Output
* E_HOMO: -10.82 eV
* SMILES string: CCCC.O.O.O
* largest force on an atom: 3.75 eV/Å

Atomic partial charges in e from the Löwdin method, atoms 1 to 2: -0.1348 -0.1291

Computed values of relative energy (zero: lowest compared OMol25 entry of this formula, charge and spin) (unit: kJ/mol) for the preceding records, in sequence: 88.6; 0.0; 0.0; 256.0; 36.9; 164.8; 109.8; 204.2; 121.4.
Computed values of orbital gap (unit: eV) for the preceding records, in sequence: 9.78; 7.37; 10.36; 11.99; 11.81; 12.10; 11.03; 11.66; 11.04.